# C4H6N4O2

A single C4H6N4O2 molecule at a distorted geometry (ωB97M-V/def2-TZVPD, the OMol25 dataset).

**Frontier orbital gap**: 8.469 eV
**HOMO energy**: -8.720 eV
**ΔE to the lowest compared entry with this formula, charge and spin**: 639.2 kJ/mol
**Structure (SMILES)**: Cn1ncc(N)c1[N+](=O)[O-]

Last column: Mulliken charge in e.
Geometry (Å):
1 C -0.444 -2.353 -0.038  -0.8364
2 N -0.592 -0.928 0.050  0.8690
3 N -1.754 -0.330 0.029  -1.1216
4 C -1.554 1.026 -0.031  -0.5514
5 C -0.213 1.359 0.010  0.5352
6 N 0.450 2.561 -0.127  -0.4514
7 C 0.412 -0.029 -0.114  0.0239
8 N 1.722 -0.325 -0.005  0.9655
9 O 2.431 0.642 0.117  -0.6585
10 O 2.012 -1.485 0.044  -0.6775
11 H 0.266 -2.571 0.721  0.3770
12 H -1.360 -2.677 0.231  0.4015
13 H -0.363 -2.758 -1.087  0.2448
14 H -2.272 1.802 -0.023  0.4427
15 H 0.029 3.417 -0.320  0.2017
16 H 1.230 2.650 0.543  0.2356

***

# C4H6N4O2

A molecular structure, C4H6N4O2 at a distorted geometry (ωB97M-V/def2-TZVPD, the OMol25 dataset).

**Frontier orbital gap**: 8.493 eV
**HOMO energy**: -8.086 eV
**ΔE to the lowest compared entry with this formula, charge and spin**: 493.7 kJ/mol

Last column: Mulliken charge in e.
Geometry (Å):
1 C -0.252 -1.008 0.148  0.5063
2 C -0.963 0.337 -0.031  0.1120
3 C -0.180 1.425 -0.071  0.1022
4 C 1.872 -0.017 0.146  0.5744
5 H -1.959 -2.001 -0.536  0.2155
6 H -0.481 -2.738 -0.552  0.2228
7 H -2.750 0.693 -0.636  0.3489
8 H -2.323 1.211 1.294  0.3692
9 H 1.713 2.144 -0.367  0.3012
10 H 3.485 -0.953 0.378  0.4338
11 N -1.019 -2.048 -0.243  -0.3661
12 N -2.434 0.270 0.337  -0.7326
13 N 1.308 1.192 -0.212  -0.1783
14 N 1.198 -1.236 0.303  -0.6681
15 O -0.345 2.698 -0.016  -0.7806
16 O 3.130 0.031 0.058  -0.4605

***

# C4H6N4O2S

A single C4H6N4O2S molecule at a distorted geometry (ωB97M-V/def2-TZVPD, the OMol25 dataset).

**Frontier orbital gap**: 10.453 eV
**HOMO energy**: -9.769 eV
**ΔE to the lowest compared entry with this formula, charge and spin**: 19.5 kJ/mol

Last column: Mulliken charge in e.
Geometry (Å):
1 C 0.411 2.148 -0.523  -0.6503
2 C -0.497 2.089 0.561  -0.1567
3 C 0.832 0.890 -0.731  -0.0016
4 C 0.325 -1.247 0.252  0.7530
5 N -0.509 0.869 0.996  -1.1599
6 N 0.324 0.153 0.300  0.8457
7 N -0.833 -1.826 0.931  -0.2984
8 N 1.287 -1.997 -0.137  -0.6850
9 O -2.617 -3.487 0.888  -0.5442
10 O -1.302 -3.284 -1.072  -0.4754
11 S -1.238 -3.516 0.542  0.6269
12 H 0.771 3.058 -1.073  0.3150
13 H -0.934 2.830 1.248  0.3901
14 H 1.519 0.515 -1.602  0.2209
15 H -1.330 -1.167 1.438  0.2772
16 H 2.061 -1.635 -0.651  0.1987
17 H -2.163 -2.819 -1.094  0.3441

***

# C4H6N5O

A gas-phase ion, C4H6N5O (charge -1) at a distorted geometry (ωB97M-V/def2-TZVPD, the OMol25 dataset).

**Frontier orbital gap**: 7.215 eV
**HOMO energy**: -3.236 eV
**ΔE to the lowest compared entry with this formula, charge and spin**: 98.4 kJ/mol
**Net charge**: -1
**Structure (SMILES)**: O=CCC/N=c1\[n-]nn[nH]1

Last column: Mulliken charge in e.
Geometry (Å):
1 O -3.429 1.180 0.338  -0.5438
2 C -2.311 0.756 0.509  -0.0621
3 C -1.341 0.463 -0.575  -0.3830
4 C -0.777 -0.999 -0.409  -0.6172
5 N 0.290 -1.123 0.503  -0.8409
6 C 1.273 -0.337 0.222  0.5576
7 N 1.456 0.552 -0.833  -0.2080
8 N 2.701 0.996 -0.658  -0.5547
9 N 3.258 0.446 0.285  -0.4615
10 N 2.425 -0.476 0.854  0.0695
11 H -2.075 0.548 1.550  0.4220
12 H -0.410 1.150 -0.478  0.3319
13 H -1.889 0.670 -1.561  0.1749
14 H -1.465 -1.747 -0.199  0.4747
15 H -0.250 -1.232 -1.340  0.3395
16 H 2.546 -0.848 1.791  0.3009

***

# C4H6N7

A gas-phase ion, C4H6N7 (charge +1) at a distorted geometry (ωB97M-V/def2-TZVPD, the OMol25 dataset).

**Frontier orbital gap (alpha / beta)**: 7.763 / 7.762 eV
**HOMO energy (alpha / beta)**: -12.563 / -12.562 eV
**ΔE to the lowest compared entry with this formula, charge and spin**: 296.7 kJ/mol
**Net charge**: +1

Last column: Mulliken charge in e.
Geometry (Å):
1 C -3.452 0.018 0.157  -0.4964
2 C -2.580 1.156 0.470  0.0324
3 C -2.752 -1.057 -0.395  0.0744
4 C 3.919 -0.741 0.194  -0.1476
5 N -1.272 1.118 0.188  -0.6759
6 N -1.451 -1.025 -0.615  -0.8287
7 N 2.430 0.891 -0.644  -0.6578
8 N 1.245 0.834 -0.832  0.2113
9 N -0.805 0.020 -0.379  1.6823
10 N 3.147 0.255 0.342  0.2417
11 N 0.479 -0.055 -0.351  -0.5558
12 H -4.458 -0.290 0.576  0.3447
13 H -2.781 2.203 0.841  0.4288
14 H -3.214 -1.911 -0.905  0.4210
15 H 4.501 -1.131 0.962  0.3014
16 H 3.882 -1.235 -0.728  0.2820
17 H 3.162 0.949 1.122  0.3424

***

# C4H6NO

2 unconnected molecules or ions with the total composition C4H6NO at a distorted geometry (ωB97M-V/def2-TZVPD, the OMol25 dataset).

**Frontier orbital gap (alpha / beta)**: 3.401 / 3.393 eV
**HOMO energy (alpha / beta)**: 0.123 / 0.130 eV
**ΔE to the lowest compared entry with this formula, charge and spin**: 300.2 kJ/mol
**Net charge**: -1

Last column: Mulliken charge in e.
Geometry (Å):
1 C -0.843 -0.106 0.334  0.1539
2 C -1.025 -1.411 0.650  -0.6929
3 C -1.440 1.103 -0.199  -0.3935
4 C 0.013 0.753 -0.494  -0.5182
5 N 3.561 -0.785 -0.334  -0.3686
6 O 4.501 -0.559 0.455  -0.5311
7 H -0.016 -1.989 0.737  0.2940
8 H -1.973 -1.878 1.095  0.2431
9 H -2.247 0.924 -0.858  0.2386
10 H -1.574 1.981 0.463  0.1805
11 H 0.844 1.437 -0.206  0.2516
12 H 0.200 0.529 -1.643  0.1426

***

# C4H6NO

A gas-phase ion, C4H6NO (charge -1) at a distorted geometry (ωB97M-V/def2-TZVPD, the OMol25 dataset).

**Frontier orbital gap**: 6.803 eV
**HOMO energy**: -2.328 eV
**ΔE to the lowest compared entry with this formula, charge and spin**: 269.0 kJ/mol
**Net charge**: -1

Last column: Mulliken charge in e.
Geometry (Å):
1 C -1.576 0.064 -0.543  -0.5843
2 C -0.404 -0.426 0.161  -0.3131
3 C -0.868 1.051 0.361  -0.4912
4 C 0.916 -0.150 -0.366  -0.1099
5 N 2.002 -0.098 0.356  0.1419
6 O 3.210 0.093 -0.207  -0.7630
7 H -1.647 0.071 -1.619  0.1882
8 H -2.594 -0.365 -0.415  0.2312
9 H -0.309 -1.176 1.029  0.1825
10 H -1.569 1.175 1.322  -0.0310
11 H 0.930 0.100 -1.431  0.3315
12 H 1.906 -0.338 1.351  0.2172

***

# C4H6NO

A gas-phase ion, C4H6NO (charge -1) at a distorted geometry (ωB97M-V/def2-TZVPD, the OMol25 dataset).

**Frontier orbital gap**: 6.000 eV
**HOMO energy**: -1.543 eV
**ΔE to the lowest compared entry with this formula, charge and spin**: 102.5 kJ/mol
**Net charge**: -1

Last column: Mulliken charge in e.
Geometry (Å):
1 C 0.537 -0.198 -0.068  0.6221
2 C 0.645 1.194 -0.094  -1.3145
3 C 1.761 -0.971 0.081  -1.0146
4 C -0.939 -0.621 -0.253  -0.3421
5 N -1.898 0.142 0.149  0.1235
6 O -3.169 -0.049 0.057  -0.7438
7 H -0.128 1.831 -0.501  0.2555
8 H 1.616 1.659 -0.020  0.2759
9 H 1.706 -2.005 0.400  0.1910
10 H 2.646 -0.424 0.354  0.2447
11 H -1.185 -1.590 -0.663  0.4235
12 H -1.591 1.034 0.558  0.2789

***

# C4H6NO

A molecular structure, C4H6NO at a distorted geometry (ωB97M-V/def2-TZVPD, the OMol25 dataset).

**Frontier orbital gap**: 8.841 eV
**HOMO energy**: -14.394 eV
**ΔE to the lowest compared entry with this formula, charge and spin**: 435.1 kJ/mol
**Net charge**: +1

Last column: Mulliken charge in e.
Geometry (Å):
1 C -0.574 0.757 0.121  0.0489
2 C 0.452 -0.356 -0.118  0.7517
3 C -1.369 0.043 -0.898  -0.4649
4 C 1.907 -0.396 -0.126  -1.1184
5 N -1.925 0.210 0.413  -0.0341
6 O -0.424 -1.111 -0.729  -0.1923
7 H -0.504 1.835 0.181  0.3434
8 H 2.427 -1.181 -0.763  0.3439
9 H 2.389 -0.719 0.881  0.3351
10 H 2.280 0.595 -0.391  0.3188
11 H -2.009 -0.607 1.035  0.3248
12 H -2.651 0.929 0.393  0.3430

***

# C4H6NO

A gas-phase ion, C4H6NO (charge +1) at a distorted geometry (ωB97M-V/def2-TZVPD, the OMol25 dataset).

**Frontier orbital gap**: 11.295 eV
**HOMO energy**: -15.554 eV
**ΔE to the lowest compared entry with this formula, charge and spin**: 0.0 kJ/mol
**Net charge**: +1
**Structure (SMILES)**: C[n+]1ccoc1

Last column: Mulliken charge in e.
Geometry (Å):
1 C -0.009 -1.245 0.376  -0.8308
2 N 0.129 0.107 -0.192  0.1297
3 C 0.242 1.286 0.573  -0.1988
4 C 0.533 2.271 -0.290  -0.2121
5 O 0.457 1.703 -1.574  -0.2626
6 C 0.359 0.407 -1.462  0.1974
7 H -1.075 -1.479 0.407  0.3332
8 H 0.442 -1.964 -0.204  0.3868
9 H 0.399 -1.289 1.376  0.3131
10 H 0.362 1.321 1.614  0.3898
11 H 0.647 3.360 -0.162  0.3818
12 H 0.286 -0.424 -2.212  0.3727

***

# C4H6NO

A gas-phase ion, C4H6NO (charge +1) at a distorted geometry (ωB97M-V/def2-TZVPD, the OMol25 dataset).

**Frontier orbital gap**: 10.528 eV
**HOMO energy**: -15.389 eV
**ΔE to the lowest compared entry with this formula, charge and spin**: 183.9 kJ/mol
**Net charge**: +1
**Structure (SMILES)**: C=C[N+](C)=C=O

Last column: Mulliken charge in e.
Geometry (Å):
1 C -0.321 1.971 0.169  -0.7833
2 C 0.423 0.927 -0.129  0.0472
3 N -0.132 -0.428 0.054  0.1002
4 C 0.667 -1.616 0.145  -0.8818
5 C -1.348 -0.398 -0.137  0.6830
6 O -2.426 -0.294 -0.382  -0.1141
7 H 0.181 2.899 0.067  0.2697
8 H -1.232 1.703 0.522  0.2917
9 H 1.510 1.064 -0.448  0.3190
10 H 1.000 -1.760 1.127  0.3509
11 H 1.525 -1.626 -0.586  0.3530
12 H 0.155 -2.444 -0.400  0.3646

***

# C4H6NO2

A molecular structure, C4H6NO2 at a distorted geometry (ωB97M-V/def2-TZVPD, the OMol25 dataset).

**Frontier orbital gap**: 7.134 eV
**HOMO energy**: -2.813 eV
**ΔE to the lowest compared entry with this formula, charge and spin**: 676.1 kJ/mol
**Net charge**: -1

Last column: Mulliken charge in e.
Geometry (Å):
1 C 2.144 0.474 -0.795  -0.0009
2 C 1.725 -0.211 0.113  -0.4324
3 C -1.727 1.050 0.073  -0.5831
4 C 0.941 -1.204 0.736  -0.4452
5 N -0.574 -1.341 -0.068  0.0327
6 O -0.528 -1.041 -1.300  -0.5206
7 O -1.278 0.093 0.817  -0.5003
8 H 2.828 1.089 -1.487  0.3106
9 H -1.131 2.021 0.264  0.1283
10 H -2.750 1.270 0.341  0.2251
11 H -1.660 0.855 -1.009  0.2172
12 H 0.509 -0.849 1.665  0.2757
13 H 1.502 -2.207 0.652  0.2927